1.
# C2H8NO

2 unconnected molecules or ions with the total composition C2H8NO at a distorted geometry (ωB97M-V/def2-TZVPD, OMol25).

Net charge: +1
2S+1: 1

Bonds (Å) are listed after each position.
Atoms and positions in Å:
1 O 2.2978 -1.1773 1.3894  H2 0.949, H3 0.954
2 H 3.2064 -1.3127 1.6266  O1 0.949
3 H 1.9755 -2.0741 1.4294  O1 0.954
4 H -2.0960 0.4358 -1.9220  C5 1.085
5 C -1.7551 0.8414 -0.9749  H4 1.085, C6 1.484, H8 1.091, H9 1.095
6 C -0.3394 0.4471 -0.7694  C5 1.484, N7 1.267, H10 1.084
7 N 0.1305 0.1270 0.3629  C6 1.267, H11 1.013, H12 1.022
8 H -2.3946 0.5279 -0.1478  C5 1.091
9 H -1.9533 1.9175 -1.0137  C5 1.095
10 H 0.2191 0.4023 -1.6970  C6 1.084
11 H -0.3469 0.1613 1.2557  N7 1.013
12 H 1.0559 -0.2962 0.4607  N7 1.022

natural (NBO) atomic charge list, values in e, 5 entries: atom 1 (O): -0.963, atom 2 (H): 0.508, atom 3 (H): 0.487, atom 4 (H): 0.273, atom 5 (C): -0.721


2.
# C2H8NO

2 unconnected molecules or ions with the total composition C2H8NO at a distorted geometry (ωB97M-V/def2-TZVPD, OMol25).

Net charge: +2
2S+1: 2

Bonds (Å) are listed after each position.
Atoms and positions in Å:
1 N 0.5386 -1.1371 -2.0515  H2 1.015, H3 1.065, H4 0.958, H5 0.997
2 H 1.2023 -1.8938 -2.1851  N1 1.015
3 H 1.0562 -0.2302 -1.8414  N1 1.065
4 H 0.1114 -0.9692 -2.8923  N1 0.958
5 H -0.1783 -1.4977 -1.4592  N1 0.997
6 C -0.1389 1.2953 1.8732  C7 1.312, H9 1.009, H10 1.109
7 C -0.6929 0.6877 0.8505  C6 1.312, O8 1.409, H11 1.123
8 O -0.0077 -0.2751 0.0825  C7 1.409, H12 0.997
9 H -0.4281 1.9287 2.6041  C6 1.009
10 H 0.8971 0.9633 2.0897  C6 1.109
11 H -1.6568 0.9725 0.3505  C7 1.123
12 H 0.2783 -1.0110 0.6922  O8 0.997

natural (NBO) atomic charge list, values in e, 5 entries: atom 1 (N): -0.847, atom 2 (H): 0.467, atom 3 (H): 0.475, atom 4 (H): 0.452, atom 5 (H): 0.454


3.
# C2H8NO2

2 unconnected molecules or ions with the total composition C2H8NO2 at a distorted geometry (ωB97M-V/def2-TZVPD, OMol25).

Net charge: -1
2S+1: 1

Bonds (Å) are listed after each position.
Atoms and positions in Å:
1 C -1.7675 0.5678 1.6489  O2 1.395, H3 1.095, H4 1.102, H5 1.100
2 O -1.7595 -0.4565 0.7024  C1 1.395, H13 1.067
3 H -2.5858 1.2530 1.4046  C1 1.095
4 H -1.7817 0.1631 2.6741  C1 1.102
5 H -0.8620 1.1898 1.5942  C1 1.100
6 N 2.1760 0.5311 -1.2374  C7 1.490, H9 1.019, H10 1.021
7 C 0.7974 -0.0330 -1.2150  N6 1.490, O8 1.353, H11 1.108, H12 1.112
8 O 0.5549 -0.8108 -0.1349  C7 1.353
9 H 2.2069 1.1360 -0.4176  N6 1.019
10 H 2.7303 -0.2693 -0.9310  N6 1.021
11 H 0.1221 0.8386 -1.3252  C7 1.108
12 H 0.6974 -0.5951 -2.1694  C7 1.112
13 H -0.7821 -0.6328 0.3110  O2 1.067

natural (NBO) atomic charge list, values in e, 5 entries: atom 1 (C): -0.232, atom 2 (O): -0.827, atom 3 (H): 0.135, atom 4 (H): 0.129, atom 5 (H): 0.144


4.
# C2H8NO2

2 unconnected molecules or ions with the total composition C2H8NO2 at a distorted geometry (ωB97M-V/def2-TZVPD, OMol25).

Net charge: -1
2S+1: 1

Bonds (Å) are listed after each position.
Atoms and positions in Å:
1 C -0.5119 1.0981 0.8585  N2 1.462, H5 1.096, H6 1.097, H7 1.097
2 N -0.3285 -0.2511 0.3259  C1 1.462, C3 1.552, H8 1.013
3 C -0.5777 -0.1699 -1.2037  N2 1.552, O4 1.363, H9 1.108, H10 1.108
4 O -1.9080 -0.0714 -1.4816  C3 1.363
5 H -1.3538 1.6498 0.4240  C1 1.096
6 H -0.6721 1.0154 1.9403  C1 1.097
7 H 0.3605 1.7513 0.7309  C1 1.097
8 H -1.1983 -0.7128 0.5623  N2 1.013
9 H -0.0616 0.7526 -1.5362  C3 1.108
10 H -0.2396 -1.1305 -1.6393  C3 1.108
11 H 1.4360 -1.1109 0.6406  O13 0.988
12 H 2.8337 -1.1451 -0.0581  O13 0.949
13 O 2.2212 -1.6753 0.4363  H11 0.988, H12 0.949

natural (NBO) atomic charge list, values in e, 5 entries: atom 1 (C): -0.425, atom 2 (N): -0.724, atom 3 (C): 0.100, atom 4 (O): -0.977, atom 5 (H): 0.190


It is found that the electronic energy values, taken in the order of the records, are -210.740480 -210.173350 -286.233363 -286.219039 hartree.
It is found that the molar mass values, taken in the order of the records, are 62.09 62.09 78.09 78.09 g/mol.
It is found that the relative energy (zero: lowest compared OMol25 entry of this formula, charge and spin) values, taken in the order of the records, are 33.1 141.3 36.5 74.1 kJ/mol.